# 1
ORCA calculation (the ωB97M-V functional and the def2-TZVPD basis) on a molecular structure, C19H21F5N5O5PtS2.

Geometry as XYZ:
```
58
Properties=species:S:1:pos:R:3:forces:R:3:mulliken_charge:R:1
Pt -1.43872 1.11381 -0.79500 -0.60 -0.07 0.37 0.683
F -7.42550 -0.85442 1.93653 0.06 0.03 -0.02 -0.269
C -6.47288 -0.14249 1.35967 -0.08 -0.07 0.04 0.544
C -5.54685 -0.76641 0.53729 -0.02 0.03 0.00 0.200
F -5.61613 -2.07760 0.33829 0.02 -0.03 0.00 -0.292
C -4.55831 -0.01747 -0.06897 -0.15 -0.13 0.06 0.230
F -3.68644 -0.66809 -0.84551 0.05 -0.01 -0.05 -0.376
C -4.45584 1.35786 0.12310 0.06 0.16 0.02 0.079
S -3.26609 2.38085 -0.65498 0.15 0.01 -0.23 -0.247
C -5.39552 1.95366 0.97024 -0.06 0.13 0.02 0.321
F -5.34886 3.26041 1.20711 0.06 -0.08 -0.07 -0.311
C -6.39638 1.22393 1.57987 -0.06 -0.02 0.02 0.305
F -7.28121 1.81683 2.36891 0.06 -0.03 -0.03 -0.261
C 2.47437 -6.34758 0.33939 -0.07 -0.01 -0.01 -1.242
C 1.40803 -5.59514 1.13135 -0.02 -0.15 -0.09 -0.453
S 2.03470 -4.02435 1.63768 0.38 -0.13 -0.07 1.236
O 2.09411 -3.15502 0.48323 0.07 -0.01 0.04 -0.637
O 3.19912 -4.22428 2.45782 -0.09 0.12 -0.14 -0.667
C 0.75608 -3.38858 2.69174 -0.18 -0.01 0.24 -0.680
C 1.05896 -1.95438 3.09464 0.01 0.20 -0.01 -1.400
N 0.93997 -0.99986 1.97647 -0.05 -0.03 0.05 0.394
C -0.22167 -0.66356 1.38521 0.04 -0.05 0.06 0.985
N 0.00613 0.11803 0.33488 0.38 0.05 -0.23 -0.849
C 1.36094 0.28979 0.23221 -0.15 0.04 -0.07 -0.562
C 1.93833 -0.39088 1.24009 0.17 -0.13 0.18 -0.077
N 3.35839 -0.46642 1.49220 -0.08 -0.16 -0.10 1.181
O 3.74215 -1.04431 2.48477 0.00 0.03 0.11 -0.616
O 4.06103 0.07002 0.66583 0.02 0.11 -0.06 -0.628
C -1.57330 -1.09121 1.83141 -0.01 0.02 -0.01 -1.509
H 2.06198 -7.29949 0.00995 0.02 -0.01 0.00 0.386
H 3.35135 -6.54175 0.95283 -0.01 0.01 0.03 0.350
H 2.78082 -5.78382 -0.54018 -0.02 0.02 0.00 0.348
H 1.12276 -6.12772 2.04052 0.02 -0.01 -0.02 0.381
H 0.51964 -5.38714 0.53339 -0.01 -0.06 0.00 0.371
H 0.76624 -4.00433 3.59205 -0.06 -0.01 -0.02 0.594
H -0.20405 -3.50647 2.18758 0.01 0.07 -0.01 0.494
H 2.06819 -1.87408 3.48241 0.01 -0.02 0.01 0.516
H 0.37594 -1.63554 3.87971 -0.03 0.01 -0.02 0.438
H 1.83040 0.86072 -0.54690 -0.03 0.02 0.00 0.714
H -1.56462 -1.47386 2.84894 0.00 0.01 0.00 0.333
H -1.96751 -1.86554 1.17032 0.00 0.01 0.00 0.292
H -2.25168 -0.23657 1.79516 0.01 -0.01 -0.01 0.417
N -0.12628 2.11811 -2.12575 0.16 0.17 0.18 -0.566
C 0.47999 3.08839 -2.33147 0.07 0.03 -0.18 0.706
N 1.16225 4.15944 -2.59675 0.03 0.03 -0.04 -0.070
C 2.52962 4.34402 -2.05878 -0.19 -0.03 0.03 -0.589
C 3.52524 4.17586 -3.18905 0.06 0.01 -0.09 -0.471
O 3.21780 5.05405 -4.25393 -0.02 0.00 0.02 -0.369
C 1.95011 4.77354 -4.81614 0.09 0.01 -0.06 -0.484
C 0.85487 4.98269 -3.79010 -0.07 -0.08 0.19 -0.638
H 2.69678 3.62831 -1.25559 0.02 -0.01 -0.01 0.422
H 2.58045 5.35340 -1.65032 0.02 0.01 0.01 0.246
H 3.52419 3.13730 -3.54442 -0.01 -0.02 0.01 0.317
H 4.52716 4.42504 -2.84522 0.01 0.01 -0.01 0.361
H 1.92459 3.74341 -5.19350 -0.01 -0.02 0.00 0.320
H 1.81247 5.45490 -5.65332 0.02 0.01 -0.01 0.360
H -0.12455 4.70120 -4.17148 0.00 -0.01 -0.02 0.438
H 0.82726 6.02280 -3.46544 0.00 0.02 -0.01 0.300
```
Positions in Å, forces in eV/Å.

## Properties
expectation value of S²: 2.015
net charge: +1
2S+1: 3
HOMO (spin up / spin down): -11.531 / -12.149 eV
Kohn-Sham gap (spin up / spin down): 0.3132 / 0.2521 Eh
LUMO energy (spin up / spin down): -3.009 / -5.290 eV

# 2
ORCA calculation (the ωB97M-V functional and the def2-TZVPD basis) on a molecular structure, C19H33Cl2FeN2O3S.

Geometry as XYZ:
```
61
Properties=species:S:1:pos:R:3:forces:R:3:mulliken_charge:R:1
O 1.41067 1.83522 -1.51984 1.28 0.57 2.05 -0.725
C 0.67395 1.69589 -2.56101 -2.17 -3.38 -1.17 0.198
C 1.09994 2.60546 -3.62077 0.01 -0.82 -0.91 0.545
C 1.80875 3.77968 -3.27013 -0.71 -0.19 0.11 -0.507
H 1.77706 4.11893 -2.23447 -0.02 -0.17 -0.28 0.335
C 2.52363 4.47744 -4.21846 0.14 -0.45 -1.11 -0.493
H 3.01155 5.41102 -3.94709 0.09 -0.18 -0.07 0.347
C 2.62897 3.97100 -5.53726 -0.47 0.02 0.68 -0.408
H 3.25698 4.48095 -6.25238 -0.03 0.07 -0.16 0.351
C 1.92275 2.80854 -5.89783 0.24 0.42 -0.11 -0.526
H 1.96854 2.44817 -6.93373 0.08 0.06 0.46 0.320
C 1.18839 2.11821 -4.94466 -0.52 0.84 0.20 -0.429
H 0.65177 1.19599 -5.17015 0.29 0.14 -0.08 0.328
H 0.30092 0.62421 -2.87359 3.22 0.34 -1.14 -0.007
C -1.87203 2.04365 -2.66512 -1.04 0.53 -0.31 -1.396
C -1.02925 0.88425 -2.33775 -0.67 2.64 2.78 0.566
H -2.94575 1.92050 -2.47970 -0.23 -0.26 -0.31 0.419
H -1.68965 2.34759 -3.69568 -0.31 0.22 -0.12 0.306
H -1.57585 2.88871 -2.01878 0.06 -0.35 -0.22 0.234
C -1.28081 -0.09566 -1.44803 1.39 0.61 -0.42 0.520
C -2.52400 -0.62482 -0.81474 -0.55 -0.33 -0.17 -1.093
H -0.41568 -0.58904 -1.02470 0.22 -0.02 -0.23 -0.069
H -3.42129 -0.42883 -1.41042 -0.03 0.05 0.19 0.396
H -2.65236 -0.27341 0.22753 0.20 0.16 -0.63 -0.086
H -2.40995 -1.71892 -0.69563 -0.15 0.36 -0.20 0.288
Fe 1.91180 0.86155 -0.04003 -0.80 -0.21 -1.72 0.614
Cl 0.13542 1.93408 0.91563 -0.74 0.92 0.97 -0.637
Cl 1.90739 -1.02478 -1.46742 0.63 -0.86 0.14 -0.653
C -2.58124 0.68765 3.09832 0.20 -1.05 -0.69 0.274
O -2.24116 -0.26034 2.39154 -0.36 1.46 1.06 -0.633
N -2.91985 0.54903 4.41738 -0.27 -0.02 0.40 0.136
C -2.82058 -0.75367 5.05895 -0.07 0.19 -0.13 -0.906
C -3.73044 1.53486 5.10975 0.22 0.16 -0.04 -0.848
H -2.63453 1.74915 2.75129 0.04 -0.59 -0.02 0.243
H -2.15792 -1.37343 4.45827 -0.06 -0.04 0.06 0.225
H -3.80761 -1.23711 5.13045 0.21 0.05 -0.02 0.308
H -2.41310 -0.63170 6.07227 -0.09 -0.03 -0.21 0.328
H -3.74290 2.46135 4.52413 -0.01 -0.15 0.16 0.285
H -3.31429 1.75433 6.10821 -0.10 -0.07 -0.34 0.283
H -4.77416 1.19434 5.24683 0.35 0.03 -0.11 0.289
H 0.35386 -6.38736 1.50890 -0.05 0.06 -0.11 0.290
H 2.56900 -5.73353 -0.25011 -0.18 -0.03 -0.09 0.301
C -0.17157 -5.82541 0.72278 -0.01 0.06 -0.09 -0.944
C 1.72404 -5.27109 -0.78384 0.23 0.39 0.12 -0.841
N 0.68614 -4.82129 0.12653 -0.04 -0.47 0.05 0.187
H -1.03320 -5.32763 1.16563 0.04 -0.06 -0.04 0.260
C 0.68629 -3.55065 0.59341 -0.49 0.69 0.50 0.569
O -0.14343 -3.08757 1.38309 0.87 -0.79 -0.69 -0.754
H 2.10142 -4.39254 -1.32131 -0.04 -0.26 0.00 0.269
H 1.51745 -2.94760 0.17328 -0.39 -0.02 0.06 -0.057
H -0.49442 -6.53086 -0.05147 -0.03 0.11 0.15 0.322
H 1.32100 -5.99688 -1.50037 0.02 0.21 0.13 0.292
C 3.48958 1.41292 2.37324 0.22 0.59 0.49 -0.720
S 2.99800 -0.20252 1.76410 0.13 -0.43 -0.22 -0.055
C 1.34024 -0.45878 2.44267 -0.52 0.28 0.92 -0.473
H 3.85903 2.04432 1.55703 -0.18 -0.23 0.11 0.249
H 4.30442 1.28537 3.07643 0.08 0.07 0.29 0.358
H 2.65198 1.92340 2.85359 0.04 -0.10 -0.11 0.251
H 1.43725 -0.71278 3.50637 -0.07 -0.16 -0.22 0.431
H 0.75048 0.48850 2.33146 0.51 -1.06 0.17 0.182
H 0.82835 -1.27807 1.89741 0.39 0.47 0.27 0.159
```
Positions in Å, forces in eV/Å.

## Properties
expectation value of S²: 6.021
net charge: -1
2S+1: 5
HOMO (spin up / spin down): -2.190 / -2.189 eV
Kohn-Sham gap (spin up / spin down): 0.1733 / 0.1732 Eh
LUMO energy (spin up / spin down): 2.525 / 2.523 eV

# 3
ORCA calculation (the ωB97M-V functional and the def2-TZVPD basis) on a molecular structure, C20H27CrN7O3S.

Geometry as XYZ:
```
59
Properties=species:S:1:pos:R:3:forces:R:3:mulliken_charge:R:1
Cr 0.74226 0.76530 1.16193 0.22 -0.03 0.02 -0.725
N 2.86849 0.78620 1.01545 -0.08 0.03 0.02 -0.298
C 3.20095 2.15096 0.53997 0.02 -0.09 -0.04 -0.235
C 2.28872 3.12006 1.27370 -0.09 0.07 0.05 0.372
O 2.65769 4.21849 1.61324 0.00 0.00 -0.02 -0.622
N 1.04660 2.56980 1.52970 0.16 -0.11 0.13 0.141
C 0.35484 3.04798 2.70833 -0.02 0.14 -0.08 -0.827
C 0.20983 1.84272 3.64424 -0.16 -0.44 -0.06 0.629
O -0.26934 1.90969 4.74386 0.05 0.09 0.02 -0.633
O 0.55180 0.68833 3.05544 -0.04 0.35 0.13 -0.435
H 3.19845 0.67352 1.97200 0.04 0.01 -0.01 0.299
H 3.35374 0.09103 0.45725 -0.03 0.00 -0.04 0.295
H 3.01272 2.18992 -0.53402 0.00 0.02 0.00 0.107
H 4.23648 2.43009 0.72473 0.00 0.00 0.01 0.441
H -0.65445 3.40035 2.47558 0.01 -0.01 0.03 0.262
H 0.87573 3.86859 3.19966 0.04 -0.02 0.01 0.480
N -1.00264 0.58925 -2.64346 0.13 -0.04 -0.12 -0.210
C -0.03566 0.85344 -3.65736 -0.15 -0.04 0.16 0.280
C -0.42241 1.40450 -4.86378 0.08 0.03 -0.07 -0.741
C 0.54563 1.68380 -5.82057 -0.03 -0.01 0.03 -0.639
C 1.88475 1.44933 -5.55111 0.00 0.00 0.00 -0.677
C 2.26782 0.92293 -4.32407 -0.01 0.02 -0.01 -0.685
C 1.29987 0.60079 -3.38679 0.11 0.01 -0.15 0.641
S 1.69440 -0.20368 -1.87013 -0.10 0.07 0.01 -0.216
N 0.49874 0.51096 -0.86650 0.05 -0.12 0.06 0.554
C -0.69637 0.67104 -1.33729 -0.25 0.09 0.15 0.435
C -1.77694 0.94509 -0.33748 0.30 -0.05 -0.16 1.148
C -3.09086 1.18593 -0.67083 -0.12 0.01 0.10 -0.926
C -4.02001 1.34207 0.35543 0.03 0.00 -0.12 -0.748
C -3.59059 1.24611 1.66031 0.05 -0.01 0.12 -1.093
C -2.24099 1.02273 1.91485 -0.04 0.01 -0.07 -0.232
N -1.34814 0.88694 0.93686 -0.24 0.00 -0.08 0.669
H -1.96389 0.71242 -2.91311 -0.01 -0.01 0.01 0.214
H -1.46675 1.61243 -5.06273 0.00 0.00 0.01 0.360
H 0.24695 2.09833 -6.77324 0.01 0.00 0.00 0.401
H 2.63583 1.67959 -6.29361 0.00 0.00 0.00 0.403
H 3.31304 0.74721 -4.10529 0.00 -0.01 0.01 0.437
H -3.41950 1.25633 -1.69775 0.01 0.01 -0.01 0.402
H -5.05946 1.52883 0.12357 0.00 0.00 0.01 0.456
H -4.27407 1.34779 2.49113 -0.01 0.00 -0.01 0.490
H -1.86981 0.94001 2.92741 0.01 0.02 0.02 0.622
C -1.87594 -3.91637 0.60458 -0.03 -0.02 0.00 -1.692
C -0.50541 -3.49247 1.11857 0.00 0.04 -0.01 1.414
C -0.35717 -3.86856 2.59256 0.00 -0.02 0.04 -1.675
C 0.58923 -4.14192 0.27817 0.01 -0.05 -0.02 -1.781
N -0.45949 -2.02337 0.89911 0.06 0.05 0.10 -0.082
N 0.72656 -1.38423 1.40332 0.10 -0.05 -0.11 -0.161
H -2.00611 -4.99223 0.71716 0.00 0.00 -0.01 0.430
H -1.98796 -3.66028 -0.44933 0.01 0.00 0.00 0.373
H -2.67509 -3.42814 1.16880 0.01 0.01 0.00 0.407
H -0.47730 -4.94430 2.72207 0.00 0.00 -0.02 0.441
H -1.11686 -3.37439 3.20316 0.00 0.00 0.00 0.376
H 0.62720 -3.61632 2.99272 0.00 0.01 -0.01 0.397
H 0.46004 -5.22420 0.27150 0.00 0.00 0.01 0.479
H 1.58956 -3.95438 0.67697 -0.01 0.03 0.00 0.363
H 0.54365 -3.78455 -0.75177 0.00 0.00 0.00 0.348
H -1.22228 -1.60074 1.41985 -0.03 -0.01 -0.04 0.126
H 1.50863 -1.81330 0.91696 -0.03 -0.04 -0.02 0.274
H 0.85528 -1.56744 2.40008 0.01 0.04 0.02 0.362
```
Positions in Å, forces in eV/Å.

## Properties
expectation value of S²: 0.765
net charge: +1
2S+1: 2
HOMO (spin up / spin down): -11.395 / -11.163 eV
Kohn-Sham gap (spin up / spin down): 0.2671 / 0.2618 Eh
LUMO energy (spin up / spin down): -4.127 / -4.038 eV

# 4
ORCA calculation (the ωB97M-V functional and the def2-TZVPD basis) on 2 unconnected molecules or ions with the total composition C3H9NO2.

Geometry as XYZ:
```
15
Properties=species:S:1:pos:R:3:forces:R:3:mulliken_charge:R:1
C 0.27060 1.34355 -0.55492 -4.50 -0.17 -3.04 -0.823
C 1.16652 0.81557 0.48709 4.47 5.41 -2.26 0.699
N 2.41951 1.51827 0.57452 -2.97 -0.03 -1.99 -0.422
O 1.08066 -0.06102 1.22073 -2.32 -5.01 3.45 -0.486
H -0.82652 1.61834 -0.24904 2.16 -0.39 0.40 0.235
H -0.07213 0.50801 -1.29714 1.19 1.10 1.21 0.204
H 0.53854 2.22057 -1.21136 0.49 -1.00 1.06 0.260
H 2.99204 1.31075 1.31939 1.33 -0.64 1.65 0.188
H 2.67775 2.22965 -0.05504 0.22 0.76 -0.50 0.155
C -1.74447 -1.65451 0.16755 0.81 0.22 3.96 -0.341
O -1.21218 -2.30968 -0.89780 -0.93 -2.71 -2.29 -0.500
H -2.69809 -2.09006 0.57214 0.62 0.58 -0.61 0.324
H -0.96746 -1.75810 1.02388 -1.38 0.49 -0.96 0.131
H -1.81786 -0.60049 -0.05719 -0.44 0.34 0.11 0.054
H -1.80691 -3.09086 -1.04279 1.26 1.05 -0.21 0.321
```
Positions in Å, forces in eV/Å.

## Properties
HOMO: -9.810 eV
Kohn-Sham gap: 0.3939 Eh
structure (SMILES): CC(N)=O.CO
LUMO energy: 0.908 eV

# 5
ORCA calculation (the ωB97M-V functional and the def2-TZVPD basis) on C20H20FNO4 in the gas phase.

Geometry as XYZ:
```
46
Properties=species:S:1:pos:R:3:forces:R:3:mulliken_charge:R:1
C -3.89665 1.03961 0.72201 0.38 -0.09 -0.03 -1.599
C -2.39635 0.97960 0.46646 -0.64 -0.01 -0.47 0.906
O -1.70685 0.48613 1.62394 -0.08 0.34 0.12 -0.364
C -1.51701 -0.82426 1.71601 0.17 -0.24 0.22 0.648
O -1.89703 -1.62391 0.89555 -0.24 0.07 -0.09 -0.630
C -0.76879 -1.17641 2.98367 -0.08 -0.26 -0.11 -0.565
C -0.32689 -2.64241 3.00959 0.03 0.09 -0.04 -0.924
C 1.13024 -2.83566 2.57815 0.01 0.03 0.11 -0.906
C 1.53462 -2.15173 1.27942 -0.17 -0.38 0.37 0.480
O 2.50332 -1.42495 1.21935 0.28 0.24 -0.03 -0.612
N 0.74682 -2.46545 0.21549 -0.25 -0.32 0.06 -0.106
C 0.82121 -1.92287 -1.07270 0.09 0.19 -0.40 -0.072
C -0.33697 -1.91854 -1.85006 0.15 0.01 0.15 -0.129
C -0.32474 -1.38249 -3.12264 0.19 0.11 -0.20 -0.782
C 0.85709 -0.85628 -3.61323 0.01 -0.02 0.09 0.390
F 0.87364 -0.32796 -4.85611 0.00 -0.03 0.08 -0.352
C 2.02057 -0.86352 -2.86701 -0.25 0.03 -0.26 -0.854
C 2.00348 -1.40354 -1.59470 -0.01 -0.08 0.12 0.069
C -1.82566 2.36214 0.11755 -0.08 -0.39 0.18 0.151
O -2.55229 3.25132 -0.25751 -0.01 -0.06 0.03 -0.606
C -0.36871 2.52976 0.28159 0.57 0.41 -0.02 -0.127
C 0.53728 1.47837 0.15008 -0.16 0.15 0.00 0.952
C 1.88763 1.69459 0.34870 0.13 -0.03 -0.03 -0.636
C 2.34891 2.96107 0.67140 -0.03 0.01 -0.02 -0.602
C 1.45950 4.01927 0.77668 0.07 0.05 0.02 -0.558
C 0.10932 3.80696 0.58023 -0.18 -0.17 -0.04 -0.723
H -4.29428 0.03712 0.85913 -0.01 -0.07 0.00 0.438
H -4.09390 1.63172 1.61249 -0.05 0.07 0.03 0.341
H -4.38346 1.51115 -0.12629 -0.06 0.02 -0.02 0.384
H -2.19189 0.30176 -0.37655 0.03 0.14 0.16 0.088
H 0.08127 -0.49868 3.07756 -0.03 0.09 0.05 0.341
H -1.44708 -0.96031 3.81210 0.02 0.08 -0.02 0.468
H -0.42733 -3.03719 4.02158 -0.03 -0.03 -0.06 0.431
H -1.00168 -3.21753 2.37096 0.00 -0.02 0.12 0.457
H 1.33642 -3.90389 2.47196 0.06 0.00 0.03 0.355
H 1.79487 -2.44223 3.34968 0.01 -0.02 -0.13 0.328
H -0.12546 -2.93917 0.41213 0.17 0.10 0.10 0.321
H -1.25163 -2.32302 -1.44259 -0.09 -0.02 0.03 0.393
H -1.21441 -1.36737 -3.73193 -0.08 0.00 -0.08 0.453
H 2.92675 -0.45305 -3.28265 0.09 0.05 -0.06 0.449
H 2.90161 -1.41890 -1.00138 0.03 0.01 0.01 0.477
H 0.19993 0.49433 -0.13689 -0.05 -0.16 0.00 0.216
H 2.57408 0.86644 0.26852 0.05 -0.08 -0.02 0.352
H 3.40390 3.12365 0.83446 0.09 0.01 0.02 0.425
H 1.81991 5.00893 1.01529 0.03 0.08 0.03 0.381
H -0.60036 4.61623 0.66562 -0.05 0.07 0.00 0.456
```
Positions in Å, forces in eV/Å.

## Properties
HOMO: -8.596 eV
Kohn-Sham gap: 0.3291 Eh
structure (SMILES): C[C@H](OC(=O)CCCC(=O)Nc1ccc(F)cc1)C(=O)c1ccccc1
LUMO energy: 0.358 eV

# 6
ORCA calculation (the ωB97M-V functional and the def2-TZVPD basis) on H2N2O3 in the gas phase.

Geometry as XYZ:
```
7
Properties=species:S:1:pos:R:3:forces:R:3:mulliken_charge:R:1
O -2.61407 -0.27124 -0.07864 2.79 0.86 0.43 -0.292
N -1.52440 -0.28424 0.38675 -0.71 -0.66 0.30 0.320
O -0.62448 0.65355 -0.23914 0.31 0.70 -1.62 -0.123
N 0.76404 0.56738 0.20862 -0.72 -2.27 2.20 -0.150
O 1.37748 -0.61081 -0.29765 0.32 2.19 -2.44 -0.408
H 1.31252 1.35809 -0.18101 -1.20 -0.86 -0.48 0.298
H 1.30891 -1.41272 0.20107 -0.79 0.05 1.62 0.355
```
Positions in Å, forces in eV/Å.

## Properties
HOMO: -9.922 eV
Kohn-Sham gap: 0.3598 Eh
structure (SMILES): O=NONO
LUMO energy: -0.133 eV

In eV/A, the strongest force on any atom values for the records above are, in order, 0.70 4.18 0.48 7.37 0.80 3.29.
In eV, the total energy values for the records above are, in order, -76224.743 -99627.148 -77004.473 -8840.865 -33463.531 -9148.835.